Record 1
DFT (ωB97M-V/def2-TZVPD) results for 2 unconnected molecules or ions with the total composition C27H26N3O.

Calculated values
HOMO-LUMO gap = 5.63 eV
Maximum force = 3.3 eV/Å
Net charge = +1
Total energy = -34932.0001 eV
Relative energy (zero: lowest compared OMol25 entry of this formula, charge and spin) = 0.000 eV

Element x y z (Å)
H1 -9.338 -3.266 -0.931
C1 -10.337 -2.784 -1.323
H2 -10.797 -3.528 -2.007
C2 -11.319 -2.503 -0.238
C3 -11.855 -1.270 -0.013
N1 -11.505 -0.196 -0.765
C4 -11.907 1.195 -0.388
C5 -10.762 1.824 0.366
C6 -9.764 2.507 -0.327
C7 -8.600 2.904 0.335
C8 -8.454 2.633 1.700
C9 -9.478 1.989 2.407
C10 -10.643 1.604 1.738
C11 -10.592 -0.334 -1.769
C12 -10.036 -1.538 -2.088
C13 -9.082 -1.556 -3.214
N2 -8.711 -2.789 -3.690
O1 -8.601 -0.498 -3.637
H3 -11.648 -3.332 0.386
H4 -12.596 -1.067 0.774
H5 -12.082 1.751 -1.316
H6 -12.817 1.157 0.219
H7 -9.895 2.696 -1.403
H8 -7.816 3.422 -0.218
H9 -7.531 2.918 2.219
H10 -9.377 1.785 3.471
H11 -11.462 1.093 2.263
H12 -10.376 0.591 -2.307
H13 -9.312 -3.595 -3.630
H14 -8.074 -2.784 -4.475
C14 -7.535 -2.408 0.408
C15 -7.690 -3.702 -0.304
N3 -6.706 -4.098 -1.146
C16 -6.349 -5.435 -1.448
C17 -6.647 -6.593 -0.740
C18 -6.089 -7.801 -1.193
C19 -5.296 -7.833 -2.350
C20 -5.007 -6.657 -3.062
C21 -5.490 -5.445 -2.571
C22 -5.322 -4.073 -2.990
C23 -6.016 -3.252 -2.056
C24 -6.020 -1.869 -2.193
C25 -5.504 -1.318 -3.374
C26 -4.849 -2.125 -4.310
C27 -4.732 -3.512 -4.118
H15 -8.035 -2.533 1.381
H16 -6.473 -2.146 0.544
H17 -8.043 -1.579 -0.092
H18 -8.136 -4.542 0.228
H19 -7.271 -6.548 0.146
H20 -6.273 -8.729 -0.650
H21 -4.904 -8.784 -2.711
H22 -4.438 -6.651 -3.985
H23 -6.387 -1.242 -1.389
H24 -5.634 -0.247 -3.552
H25 -4.433 -1.653 -5.203
H26 -4.238 -4.157 -4.843

Record 2
DFT (ωB97M-V/def2-TZVPD) results for a molecular structure, C27H26N3O7PTi.

Calculated values
HOMO-LUMO gap (alpha / beta) = 6.12 / 8.79 eV
2S+1 = 3
Maximum force = 0.7 eV/Å
Total energy = -79631.2470 eV
<S²> = 2.00
Relative energy (zero: lowest compared OMol25 entry of this formula, charge and spin) = 0.995 eV

Element x y z (Å)
Ti1 1.153 -0.165 0.326
O1 1.777 -3.961 -1.357
C1 1.146 -2.975 -1.026
O2 1.357 -2.242 0.011
C2 -0.046 -2.525 -1.916
P1 -0.833 -1.096 -1.097
C3 -1.892 -0.291 -2.334
C4 -2.200 1.056 -2.139
C5 -2.997 1.734 -3.049
C6 -3.480 1.076 -4.171
C7 -3.166 -0.260 -4.381
C8 -2.378 -0.942 -3.466
C9 -2.024 -1.856 0.068
C10 -3.363 -1.479 0.119
C11 -4.203 -1.989 1.103
C12 -3.723 -2.894 2.036
C13 -2.393 -3.296 1.977
C14 -1.547 -2.776 1.009
H1 -0.710 -3.373 -2.085
H2 0.348 -2.216 -2.887
H3 -1.797 1.586 -1.286
H4 -3.221 2.780 -2.888
H5 -4.093 1.607 -4.888
H6 -3.536 -0.774 -5.259
H7 -2.145 -1.987 -3.634
H8 -3.757 -0.777 -0.603
H9 -5.241 -1.681 1.130
H10 -4.380 -3.298 2.794
H11 -2.013 -4.024 2.684
H12 -0.505 -3.082 0.976
O3 2.245 -0.480 2.338
C15 3.014 0.738 2.453
C16 4.463 0.420 2.137
C17 4.608 -0.395 0.849
C18 4.228 0.336 -0.411
C19 5.158 1.125 -1.076
C20 4.826 1.708 -2.287
C21 3.566 1.463 -2.815
C22 2.693 0.685 -2.086
N1 2.989 0.146 -0.894
H13 1.691 -0.613 3.114
H14 2.908 1.153 3.456
H15 2.609 1.480 1.752
H16 4.891 -0.154 2.961
H17 5.024 1.356 2.067
H18 4.009 -1.304 0.916
H19 5.652 -0.702 0.756
H20 6.141 1.260 -0.645
H21 5.538 2.328 -2.815
H22 3.257 1.876 -3.764
H23 1.686 0.504 -2.445
O4 -3.488 3.708 2.603
C23 -2.201 3.471 2.934
O5 -1.566 4.267 3.554
C24 -1.714 2.097 2.611
C25 -2.016 0.936 3.270
N2 -1.241 -0.041 2.741
N3 -0.496 0.424 1.726
C26 -0.758 1.724 1.645
C27 -0.138 2.491 0.514
O6 -0.567 3.600 0.258
O7 0.767 1.823 -0.109
H24 -3.824 2.994 2.047
H25 -2.690 0.737 4.086
H26 -1.404 -1.038 2.797

Record 3
DFT (ωB97M-V/def2-TZVPD) results for C27H26N6O2 in the gas phase.

Calculated values
HOMO-LUMO gap = 7.91 eV
Maximum force = 1.2 eV/Å
Total energy = -41456.4232 eV
SMILES = CCOc1cccc(-c2nn(-c3ccccc3)cc2/C=C(/C#N)C(=O)NCCCn2ccnc2)c1
Relative energy (zero: lowest compared OMol25 entry of this formula, charge and spin) = 0.172 eV

Element x y z (Å)
C1 -3.424 5.054 -5.532
C2 -1.943 4.730 -5.714
O1 -1.330 4.297 -4.519
C3 -1.553 3.036 -4.056
C4 -2.254 2.038 -4.728
C5 -2.396 0.788 -4.147
C6 -1.843 0.505 -2.915
C7 -1.122 1.493 -2.242
C8 -0.512 1.228 -0.949
N1 -0.401 2.159 -0.024
N2 0.185 1.587 1.037
C9 0.470 2.339 2.181
C10 1.287 1.833 3.188
C11 1.542 2.610 4.304
C12 0.999 3.879 4.422
C13 0.194 4.380 3.412
C14 -0.073 3.616 2.293
C15 0.435 0.284 0.828
C16 0.011 -0.014 -0.459
C17 0.186 -1.215 -1.202
C18 0.265 -2.492 -0.740
C19 0.571 -3.496 -1.679
N3 0.834 -4.327 -2.429
C20 -0.071 -2.957 0.636
O2 -0.581 -2.262 1.492
N4 0.197 -4.275 0.838
C21 -0.212 -4.991 2.020
C22 0.965 -5.679 2.719
C23 1.732 -4.745 3.661
N5 2.190 -3.547 3.013
C24 3.099 -3.460 1.995
C25 3.219 -2.133 1.707
N6 2.411 -1.410 2.527
C26 1.808 -2.282 3.288
C27 -0.993 2.751 -2.813
H1 -3.981 4.170 -5.233
H2 -3.834 5.433 -6.464
H3 -3.541 5.810 -4.760
H4 -1.396 5.638 -5.984
H5 -1.800 3.994 -6.515
H6 -2.696 2.215 -5.696
H7 -2.954 0.026 -4.671
H8 -1.995 -0.462 -2.460
H9 1.729 0.852 3.102
H10 2.177 2.220 5.086
H11 1.206 4.477 5.297
H12 -0.228 5.370 3.497
H13 -0.696 3.985 1.494
H14 0.928 -0.339 1.544
H15 0.296 -1.076 -2.274
H16 0.582 -4.819 0.079
H17 -0.956 -5.747 1.741
H18 -0.687 -4.261 2.681
H19 0.594 -6.517 3.309
H20 1.642 -6.077 1.960
H21 1.081 -4.443 4.486
H22 2.593 -5.281 4.079
H23 3.574 -4.323 1.576
H24 3.828 -1.652 0.969
H25 1.088 -2.036 4.043
H26 -0.446 3.522 -2.295

Record 4
DFT (ωB97M-V/def2-TZVPD) results for a molecular structure, C27H27BrCdGe2IS2.

Calculated values
HOMO-LUMO gap (alpha / beta) = 8.25 / 5.31 eV
2S+1 = 2
Maximum force = 0.1 eV/Å
Total energy = -245847.5862 eV
<S²> = 0.77
Relative energy (zero: lowest compared OMol25 entry of this formula, charge and spin) = 0.000 eV

Element x y z (Å)
Cd1 0.809 -0.128 0.546
S1 1.291 -1.122 2.813
C1 2.876 -1.698 2.603
C2 3.554 -2.146 3.774
C3 4.821 -2.638 3.724
C4 5.503 -2.715 2.485
C5 4.895 -2.299 1.340
C6 3.570 -1.781 1.340
S2 2.924 -1.328 -0.171
H1 3.022 -2.078 4.713
H2 5.312 -2.968 4.630
H3 6.513 -3.104 2.451
H4 5.409 -2.351 0.390
Br1 -3.373 -4.889 -1.478
C7 -1.637 -5.079 -0.755
C8 -1.086 -6.354 -0.711
C9 0.182 -6.541 -0.189
C10 0.902 -5.457 0.292
C11 0.352 -4.188 0.249
C12 -0.920 -3.990 -0.279
I1 -1.688 -2.048 -0.299
H5 -1.658 -7.190 -1.088
H6 0.604 -7.537 -0.158
H7 1.893 -5.594 0.703
H8 0.913 -3.341 0.623
C13 -0.777 0.156 -3.599
Ge1 -0.325 1.883 -2.783
C14 1.563 2.280 -3.141
C15 -1.417 3.263 -3.669
Ge2 -0.615 1.739 -0.378
C16 -2.470 1.243 0.076
C17 -3.489 1.248 -0.877
C18 -4.780 0.851 -0.551
C19 -5.078 0.450 0.742
C20 -4.081 0.445 1.707
C21 -2.791 0.831 1.372
C22 -0.176 3.455 0.483
C23 -0.092 3.544 1.872
C24 0.218 4.742 2.498
C25 0.464 5.879 1.740
C26 0.393 5.808 0.358
C27 0.072 4.606 -0.262
H9 -0.685 0.225 -4.685
H10 -1.799 -0.136 -3.356
H11 -0.109 -0.631 -3.247
H12 1.752 2.276 -4.216
H13 2.213 1.538 -2.677
H14 1.832 3.260 -2.746
H15 -1.216 3.255 -4.741
H16 -1.192 4.260 -3.290
H17 -2.483 3.084 -3.524
H18 -3.278 1.560 -1.894
H19 -5.552 0.856 -1.310
H20 -6.083 0.138 0.998
H21 -4.304 0.129 2.718
H22 -2.018 0.799 2.134
H23 -0.265 2.663 2.483
H24 0.274 4.787 3.579
H25 0.711 6.814 2.226
H26 0.584 6.689 -0.243
H27 0.018 4.576 -1.344

Record 5
DFT (ωB97M-V/def2-TZVPD) results for a molecular structure, C27H27BrN4O4Ti.

Calculated values
HOMO-LUMO gap (alpha / beta) = 4.13 / 6.64 eV
2S+1 = 3
Maximum force = 0.5 eV/Å
Net charge = -2
Total energy = -135752.5407 eV
<S²> = 2.02
Relative energy (zero: lowest compared OMol25 entry of this formula, charge and spin) = 0.253 eV

Element x y z (Å)
Ti1 -0.138 0.675 0.340
O1 -4.072 0.886 -3.626
C1 -2.942 1.140 -4.305
C2 -3.037 1.382 -5.676
C3 -1.904 1.643 -6.426
C4 -0.651 1.669 -5.822
C5 -0.554 1.433 -4.461
C6 -1.679 1.170 -3.685
C7 -1.503 0.926 -2.226
O2 -0.338 1.001 -1.726
N1 -2.594 0.643 -1.549
N2 -2.307 0.440 -0.212
C8 -3.319 0.272 0.556
C9 -3.252 0.056 1.981
C10 -4.456 -0.106 2.678
C11 -4.493 -0.312 4.041
C12 -3.279 -0.361 4.738
C13 -2.079 -0.209 4.087
C14 -2.014 0.008 2.686
O3 -0.875 0.127 2.106
H1 -3.787 0.736 -2.670
H2 -4.020 1.357 -6.131
H3 -2.000 1.826 -7.490
H4 0.238 1.868 -6.407
H5 0.403 1.441 -3.956
H6 -4.313 0.300 0.104
H7 -5.381 -0.061 2.111
H8 -5.436 -0.432 4.561
H9 -3.282 -0.522 5.811
H10 -1.138 -0.249 4.621
N3 2.187 -0.492 -1.893
C15 2.537 -1.508 -0.973
C16 3.857 -1.957 -0.943
C17 4.234 -3.001 -0.110
C18 3.280 -3.649 0.654
C19 1.934 -3.233 0.640
C20 0.918 -3.925 1.351
C21 -0.405 -3.475 1.219
C22 -0.665 -2.316 0.536
N4 0.286 -1.539 -0.066
C23 1.568 -2.084 -0.126
H11 1.183 -0.361 -1.919
H12 2.575 0.400 -1.607
H13 4.574 -1.482 -1.603
H14 5.268 -3.329 -0.084
H15 3.551 -4.499 1.273
H16 1.170 -4.805 1.930
H17 -1.230 -4.005 1.681
H18 -1.679 -1.938 0.493
Br1 -0.949 3.269 0.860
C24 2.013 1.714 2.938
C25 2.588 1.648 1.523
C26 3.823 0.747 1.494
C27 2.935 3.053 1.031
O4 1.634 1.100 0.661
H19 2.739 2.150 3.632
H20 1.751 0.710 3.278
H21 1.106 2.320 2.934
H22 4.596 1.118 2.173
H23 4.235 0.706 0.482
H24 3.548 -0.270 1.779
H25 3.678 3.522 1.683
H26 2.029 3.661 1.010
H27 3.338 3.000 0.017

Record 6
DFT (ωB97M-V/def2-TZVPD) results for 7 unconnected molecules or ions with the total composition C27H27Cl6N5.

Calculated values
HOMO-LUMO gap (alpha / beta) = 6.24 / 2.08 eV
2S+1 = 2
Maximum force = 3.6 eV/Å
Net charge = +1
Total energy = -111009.4381 eV
<S²> = 0.77
Relative energy (zero: lowest compared OMol25 entry of this formula, charge and spin) = 0.966 eV

Element x y z (Å)
N1 2.156 -0.933 -3.388
C1 2.970 -1.998 -3.535
C2 3.453 -2.359 -4.788
C3 3.331 -1.491 -5.852
C4 2.507 -0.356 -5.725
C5 1.982 -0.150 -4.483
H1 3.069 -2.745 -2.761
H2 3.908 -3.338 -4.808
H3 3.670 -1.925 -6.781
H4 2.134 0.285 -6.509
H5 1.596 0.824 -4.221
N2 -0.720 6.107 -0.235
C6 0.629 5.916 -0.214
C7 1.151 4.640 -0.532
C8 0.345 3.602 -0.818
C9 -1.057 3.733 -0.609
C10 -1.540 5.025 -0.396
H6 1.261 6.792 -0.235
H7 2.218 4.500 -0.618
H8 0.716 2.678 -1.234
H9 -1.613 2.844 -0.869
H10 -2.589 5.280 -0.424
N3 -1.009 -5.332 2.816
C11 -2.404 -5.377 2.944
C12 -3.172 -4.315 2.605
C13 -2.536 -3.114 2.180
C14 -1.170 -2.984 2.161
C15 -0.474 -4.140 2.458
H11 -2.916 -6.328 2.951
H12 -4.235 -4.482 2.522
H13 -3.083 -2.284 1.757
H14 -0.786 -1.991 1.976
H15 0.598 -4.038 2.535
N4 2.380 0.885 0.432
C16 2.967 -0.328 0.497
C17 3.060 -1.005 1.691
C18 2.428 -0.531 2.883
C19 1.898 0.761 2.872
C20 2.028 1.402 1.657
H16 3.470 -0.664 -0.398
H17 3.562 -1.960 1.712
H18 2.550 -1.045 3.825
H19 1.589 1.293 3.760
H20 1.670 2.420 1.718
N5 -3.819 -0.411 3.809
C21 -2.826 0.246 3.226
C22 -1.516 0.289 3.783
C23 -1.341 -0.271 5.030
C24 -2.384 -0.749 5.769
C25 -3.606 -0.914 5.092
H21 -2.972 0.584 2.211
H22 -0.701 0.619 3.156
H23 -0.333 -0.337 5.413
H24 -2.179 -1.176 6.740
H25 -4.405 -1.454 5.578
C26 -0.461 -0.493 -1.538
Cl1 -1.333 0.028 -0.031
Cl2 -1.229 0.006 -3.102
Cl3 -0.097 -2.209 -1.562
H26 0.460 0.084 -1.625
C27 -1.528 2.417 -6.056
Cl4 -0.950 1.140 -7.121
Cl5 -2.733 3.450 -6.787
Cl6 -0.099 3.377 -5.364
H27 -1.941 2.002 -5.137

Record 7
DFT (ωB97M-V/def2-TZVPD) results for C27H27FN6O4S2 in the gas phase.

Calculated values
HOMO-LUMO gap = 8.64 eV
Maximum force = 1.2 eV/Å
Total energy = -69956.8994 eV
SMILES = Cc1cccc(-n2c(CNC(=O)c3ccc(S(=O)(=O)N(C)C)cc3)nnc2SCC(=O)Nc2ccc(F)cc2)c1
Relative energy (zero: lowest compared OMol25 entry of this formula, charge and spin) = 0.000 eV

Element x y z (Å)
C1 -3.861 2.857 1.636
C2 -2.600 3.450 2.176
C3 -2.607 4.459 3.131
C4 -1.422 4.993 3.609
C5 -0.206 4.550 3.124
C6 -0.196 3.548 2.162
N1 1.034 3.102 1.631
C7 1.428 3.021 0.318
C8 0.576 3.284 -0.873
N2 0.076 2.019 -1.375
C9 -1.238 1.769 -1.581
O1 -2.100 2.616 -1.449
C10 -1.553 0.358 -1.962
C11 -0.870 -0.724 -1.410
C12 -1.247 -2.015 -1.737
C13 -2.295 -2.216 -2.615
S1 -2.736 -3.897 -3.083
O2 -4.083 -3.890 -3.568
O3 -2.384 -4.776 -2.011
N3 -1.743 -4.247 -4.376
C14 -0.345 -4.388 -4.055
C15 -2.039 -3.515 -5.580
C16 -2.985 -1.154 -3.166
C17 -2.622 0.137 -2.827
N4 2.651 2.578 0.250
N5 3.096 2.361 1.496
C18 2.129 2.669 2.324
S2 2.143 2.453 4.047
C19 3.482 1.213 4.194
C20 3.032 -0.124 3.610
O4 2.487 -0.968 4.282
N6 3.308 -0.220 2.283
C21 2.875 -1.186 1.374
C22 3.015 -0.884 0.017
C23 2.610 -1.788 -0.945
C24 2.066 -2.994 -0.540
F1 1.674 -3.880 -1.485
C25 1.910 -3.310 0.797
C26 2.318 -2.403 1.758
C27 -1.377 2.986 1.709
H1 -3.999 1.848 2.024
H2 -3.801 2.792 0.551
H3 -4.725 3.455 1.913
H4 -3.549 4.829 3.506
H5 -1.444 5.770 4.358
H6 0.722 4.974 3.475
H7 1.181 3.781 -1.638
H8 -0.289 3.903 -0.622
H9 0.765 1.306 -1.559
H10 -0.067 -0.570 -0.702
H11 -0.760 -2.873 -1.303
H12 -0.276 -4.905 -3.102
H13 0.164 -3.419 -3.982
H14 0.143 -4.987 -4.824
H15 -1.640 -4.056 -6.439
H16 -3.121 -3.455 -5.665
H17 -1.613 -2.503 -5.568
H18 -3.814 -1.356 -3.826
H19 -3.157 0.988 -3.218
H20 3.634 1.109 5.268
H21 4.369 1.615 3.709
H22 3.686 0.623 1.843
H23 3.438 0.066 -0.276
H24 2.717 -1.572 -1.997
H25 1.477 -4.257 1.076
H26 2.204 -2.630 2.805
H27 -1.355 2.182 0.990